Formula: HN4O3
Source: the Open Molecules 2025 dataset
Level of theory: ωB97M-V/def2-TZVPD

Charge: -1
HOMO level (eV): -4.083
Lowest unoccupied orbital energy (eV): 4.56
Calculated total energy (Ha): -445.20066

Each line ends with the natural charge from an NBO analysis.
Geometry (Å):
N -0.782 1.755 -0.959  -0.1619
N 1.388 -0.550 0.336  0.4712
N 1.416 -0.623 -0.810  -0.2793
N -1.253 0.744 -1.012  0.4854
O -0.400 -0.307 0.782  -1.0902
O 1.986 -0.499 1.374  -0.4905
O -1.713 -0.236 -1.393  -0.3546
H -0.642 -0.285 1.683  0.4199